(1)
C12H30O4PPtS2Si2 as an isolated structure. Source: OMol25; level of theory: wB97M-V/def2-TZVPD.

Properties
HOMO-LUMO gap (spin up / spin down): 6.37 / 6.05 eV
⟨S²⟩: 0.754
total charge: -2
LUMO (spin up / spin down): 4.9 / 4.8 eV
2S+1: 2

The geometry in XYZ format:
```
52
Properties=species:S:1:pos:R:3:forces:R:3
Pt -0.4944 0.1674 -0.5393 -0.10 0.61 -0.63
C -4.8302 0.5168 -2.6799 0.00 -0.01 0.03
C -3.4241 0.0216 -2.9702 0.03 0.03 0.05
O -2.5237 1.1000 -3.1481 0.05 0.02 -0.04
P -1.5837 1.7434 -1.9645 -0.11 -0.32 0.35
S -0.5910 3.1459 -2.9202 0.11 0.11 -0.01
S -2.2883 -0.9111 0.1217 -0.32 -0.08 0.03
O -2.7956 2.4709 -1.0941 -0.15 -0.08 -0.09
C -2.6573 2.7155 0.2983 0.07 0.04 -0.04
C -1.5480 3.7045 0.6131 0.03 -0.02 0.01
H -5.5224 -0.3292 -2.6289 -0.01 0.00 0.00
H -5.1631 1.2035 -3.4615 0.00 -0.01 0.00
H -4.8469 1.0462 -1.7281 -0.01 0.00 0.00
H -3.4053 -0.5464 -3.9060 -0.01 0.01 -0.01
H -3.0817 -0.6434 -2.1752 0.03 -0.04 0.04
H -2.4924 1.7710 0.8221 0.02 -0.03 0.02
H -3.6261 3.1130 0.6173 0.00 0.01 0.00
H -0.5741 3.2802 0.3583 -0.02 0.00 0.00
H -1.5549 3.9424 1.6813 -0.01 0.00 0.01
H -1.6728 4.6208 0.0334 0.00 0.00 0.01
C -0.1926 0.6931 3.0451 -0.09 0.03 0.00
Si 1.1518 -0.3512 2.2426 -0.03 -0.09 0.04
C 2.6595 0.7460 2.0316 0.07 0.09 -0.06
C 1.6151 -1.6100 3.5923 0.06 -0.04 0.03
C 0.5729 -1.2058 0.7202 -0.04 0.11 -0.02
Si 1.7082 -2.2365 -0.3055 -0.14 -0.19 0.10
C 3.4162 -1.5608 -0.6527 0.10 0.17 -0.02
C 2.0188 -3.8769 0.6136 0.06 -0.05 0.01
C 0.9197 -2.7351 -1.9380 0.00 0.03 -0.11
H 0.2009 1.3104 3.8599 0.02 -0.05 0.02
H -0.9905 0.0571 3.4395 -0.01 0.01 -0.02
H -0.6433 1.3458 2.2985 -0.03 0.08 -0.04
H 2.7996 1.3663 2.9229 0.02 -0.01 0.01
H 2.5299 1.3950 1.1643 -0.02 0.00 0.02
H 3.5681 0.1600 1.8761 0.00 0.01 0.01
H 1.8603 -1.1074 4.5344 -0.01 0.00 0.00
H 2.4761 -2.2169 3.2990 0.01 0.02 0.01
H 0.7791 -2.2914 3.7761 0.00 0.00 0.01
H -0.2056 -1.9077 1.0519 0.18 -0.17 0.19
H 3.9594 -1.3487 0.2724 0.01 -0.04 -0.01
H 3.3741 -0.6418 -1.2422 -0.03 0.01 -0.02
H 3.9861 -2.3080 -1.2158 0.01 0.00 0.00
H 2.5327 -3.6987 1.5624 0.00 -0.02 -0.01
H 2.6398 -4.5550 0.0175 -0.02 -0.01 0.00
H 1.0765 -4.3848 0.8393 0.00 0.01 -0.01
H 0.4802 -1.8568 -2.4142 0.03 0.00 -0.03
H 0.1165 -3.4594 -1.7751 -0.02 0.03 0.01
H 1.6533 -3.1708 -2.6244 0.00 -0.04 0.03
O 2.9358 1.3747 -2.4411 0.03 -0.03 0.10
C 2.1618 1.8287 -1.5995 -0.06 -0.07 -0.39
O 1.2958 1.2008 -0.9142 0.25 -0.02 0.36
H 2.2200 2.9126 -1.3664 0.03 0.00 0.07
```
Forces are in eV/Å.

Here are the Mulliken charges for atoms 1 to 2, given in e:
1. Pt 1.72
2. C -1.00


(2)
A 2-piece molecular cluster, C12H30O7P2 overall. Source: OMol25; level of theory: wB97M-V/def2-TZVPD.

Properties
HOMO-LUMO gap: 9.74 eV
LUMO: 0.8 eV
structure (SMILES): CC(C)CO[P@@](=O)(O)OP(C)C.COCCOCCOC

The geometry in XYZ format:
```
51
Properties=species:S:1:pos:R:3:forces:R:3
C 7.7982 -0.5901 -0.9014 0.04 0.03 0.03
C 6.8160 -1.4019 -1.7441 -0.01 -0.01 -0.05
C 5.9905 -0.4882 -2.6650 0.04 -0.04 -0.03
C 5.9815 -2.3461 -0.8419 -0.04 0.10 0.10
O 4.5569 -2.1206 -0.8965 0.00 0.07 0.01
P 3.8428 -1.3714 0.2944 0.08 0.03 -0.20
O 4.1714 -1.7971 1.6563 -0.03 -0.04 0.04
O 4.1900 0.1835 0.0778 0.00 -0.07 -0.09
O 2.3596 -1.5050 -0.2007 -0.02 0.11 0.18
P 0.9860 -1.3572 0.8039 -0.02 -0.08 -0.17
C -0.2123 -1.4258 -0.5815 -0.01 0.02 0.03
C 0.9925 0.4526 1.0815 -0.08 -0.01 0.10
H 8.5600 -0.1200 -1.5256 -0.05 0.04 -0.02
H 7.2750 0.2027 -0.3602 -0.01 -0.04 0.03
H 8.3121 -1.2169 -0.1694 0.02 0.00 -0.03
H 7.4105 -2.0507 -2.3931 -0.04 -0.07 0.07
H 6.4659 -0.3999 -3.6425 0.04 0.03 0.04
H 5.9048 0.5165 -2.2508 -0.07 -0.03 0.08
H 4.9832 -0.8660 -2.8186 -0.02 -0.04 -0.05
H 6.1148 -3.3825 -1.1446 -0.03 0.00 -0.03
H 6.2904 -2.2662 0.2031 0.09 -0.01 -0.04
H 4.5749 0.5357 0.8874 0.01 0.04 0.08
H -0.2668 -0.4892 -1.1377 0.04 -0.01 -0.02
H 0.0855 -2.2258 -1.2591 -0.02 -0.04 0.04
H -1.1986 -1.6644 -0.1794 0.00 0.06 -0.01
H 1.3905 0.9918 0.2211 -0.04 -0.02 -0.04
H 1.5655 0.7055 1.9739 0.02 0.00 -0.04
H -0.0469 0.7502 1.2496 0.02 0.02 0.03
C -6.2376 3.9081 1.9897 -0.04 0.06 -0.05
O -5.7097 2.8996 1.1616 0.04 -0.10 0.10
C -4.3363 3.0835 0.8893 0.04 0.05 -0.03
C -3.7164 1.8134 0.3519 -0.02 0.05 -0.02
O -3.4767 0.8244 1.3400 0.10 -0.02 0.00
C -4.5866 0.0574 1.7792 -0.03 -0.05 -0.01
C -4.9766 -1.0540 0.8313 -0.01 -0.06 0.03
O -5.6481 -0.5428 -0.3016 0.13 0.09 -0.03
C -5.6418 -1.4373 -1.3885 -0.09 -0.05 0.01
H -6.2012 4.8909 1.5044 0.02 -0.01 -0.01
H -7.2762 3.6539 2.1910 0.00 0.01 0.00
H -5.6921 3.9702 2.9386 0.00 -0.01 0.00
H -3.8050 3.3878 1.8009 0.00 -0.03 0.01
H -4.2042 3.8777 0.1396 -0.01 0.03 0.03
H -2.7276 2.0770 -0.0306 -0.01 -0.03 -0.04
H -4.3149 1.4188 -0.4718 -0.04 0.00 0.04
H -5.4479 0.6918 1.9974 0.00 0.00 -0.06
H -4.2556 -0.4139 2.7071 -0.03 0.04 0.03
H -5.6279 -1.7575 1.3699 0.01 -0.04 -0.04
H -4.0743 -1.5991 0.5231 0.02 0.02 0.00
H -4.6185 -1.7003 -1.6819 0.00 0.01 0.00
H -6.1353 -0.9408 -2.2214 0.00 -0.01 0.00
H -6.1835 -2.3620 -1.1563 0.00 0.00 0.02
```
Forces are in eV/Å.

Here are the Mulliken charges for atoms 1 to 2, given in e:
1. C -1.57
2. C 0.83


(3)
C12H31AsOP as an isolated structure at a distorted geometry. Source: OMol25; level of theory: wB97M-V/def2-TZVPD.

Properties
HOMO-LUMO gap: 6.37 eV
total charge: -1
LUMO: 2.9 eV

The geometry in XYZ format:
```
46
Properties=species:S:1:pos:R:3:forces:R:3
C 1.9089 2.8253 -0.1648 0.15 -0.47 0.19
C 3.1720 2.3956 0.5863 -0.24 0.09 -0.15
C 3.9338 1.2988 -0.1471 -0.13 0.04 -0.09
C 3.1984 -0.0349 -0.2192 0.09 0.22 0.74
C 3.0342 -0.7041 1.1452 -0.18 0.03 -0.20
C 1.9313 -1.7674 1.2459 0.64 -0.13 0.00
C 1.8009 -2.7404 0.0700 -0.27 0.25 0.13
C 0.9444 -2.3053 -1.1185 -0.19 -0.11 0.23
C -0.4750 -1.8273 -0.7618 0.10 -0.16 -0.64
C -0.8534 -0.5351 -1.4718 -0.31 -0.06 -0.02
C -2.3564 -0.3431 -1.5803 -0.27 0.12 0.56
C -3.0829 -0.3047 -0.2341 -0.19 0.16 -0.41
As -3.9417 1.5238 0.1491 0.73 0.41 -0.47
P -5.2831 0.3900 1.8040 0.75 -0.33 0.79
O -4.4867 -0.2040 2.9405 -0.06 -0.09 0.10
H 1.6057 3.8340 0.0844 -0.05 0.22 -0.05
H 1.0837 2.1695 0.0850 -0.29 -0.10 0.06
H 2.0568 2.7172 -1.2344 0.02 0.29 -0.28
H 3.8314 3.2473 0.7145 0.17 0.22 0.04
H 2.8732 2.0751 1.5795 0.14 -0.02 0.27
H 4.9309 1.1768 0.2749 0.13 -0.09 0.12
H 4.0569 1.6540 -1.1696 0.26 0.04 -0.19
H 3.7584 -0.7074 -0.8604 -0.18 -0.13 -0.42
H 2.2145 0.1691 -0.6249 -0.20 -0.18 -0.35
H 3.9910 -1.1289 1.4454 0.20 -0.13 0.00
H 2.8107 0.0627 1.8781 -0.03 0.14 0.27
H 2.1786 -2.3769 2.1125 -0.06 -0.05 0.27
H 0.9921 -1.2896 1.4950 -0.32 0.10 -0.18
H 2.7971 -3.0228 -0.2691 0.17 -0.09 -0.07
H 1.3372 -3.6434 0.4594 -0.02 -0.26 0.10
H 1.4324 -1.5570 -1.7297 0.25 0.28 0.00
H 0.8436 -3.1748 -1.7639 0.08 -0.15 -0.21
H -0.6381 -1.7474 0.3039 0.06 0.06 0.27
H -1.1830 -2.5740 -1.1136 -0.17 -0.27 0.09
H -0.4621 -0.5724 -2.4871 0.30 0.09 -0.17
H -0.4107 0.3183 -0.9645 0.19 0.25 0.06
H -2.5688 0.5890 -2.1105 0.03 0.11 -0.21
H -2.7635 -1.1507 -2.1847 -0.01 -0.17 -0.23
H -2.4410 -0.5268 0.6096 0.16 0.01 0.23
H -3.8938 -1.0274 -0.2380 -0.22 -0.14 0.11
H -5.0380 1.2272 -0.9740 -0.20 -0.13 -0.14
H -4.6734 2.8952 0.4816 -0.05 0.00 0.05
H -2.8931 1.7638 1.3164 -0.09 0.05 0.25
H -2.9934 2.2604 -0.8894 -0.04 -0.03 -0.07
H -6.2278 1.3231 2.3405 -0.42 -0.19 -0.31
H -6.0524 -0.6505 1.1895 -0.44 0.33 -0.05
```
Forces are in eV/Å.

Here are the Mulliken charges for atoms 1 to 2, given in e:
1. C -1.06
2. C -0.40


(4)
A 4-piece molecular cluster, C12H31B3NO14S3 overall at a distorted geometry. Source: OMol25; level of theory: wB97M-V/def2-TZVPD.

Properties
HOMO-LUMO gap: 6.14 eV
total charge: -1
LUMO: 1.9 eV

The geometry in XYZ format:
```
64
Properties=species:S:1:pos:R:3:forces:R:3
C 0.4674 3.2154 -2.2041 -0.48 -0.76 -0.33
C 0.1221 1.6579 -2.6761 -0.60 2.19 -1.02
N -1.0342 1.1920 -1.8181 2.15 -1.20 1.86
B -0.5487 0.2817 -0.6654 -1.21 0.19 -0.43
O -1.5638 -0.7354 -0.2179 4.61 -0.01 1.03
B -0.8422 -1.6472 0.7173 -0.60 4.04 1.29
O -0.1844 -0.9598 1.8843 1.00 -0.40 -5.20
B 0.9460 -0.2234 1.2148 -0.08 -0.28 0.95
C 2.3745 -0.2288 2.0945 5.99 0.51 2.22
O 2.4731 -0.8445 3.3056 -1.31 2.70 -5.60
O 3.5692 0.4259 1.5358 -6.30 -2.88 2.10
O 0.8156 0.4026 -0.1159 -3.20 -2.13 1.64
H -0.5041 3.8565 -2.4321 1.96 -1.27 0.55
H 0.6393 3.1645 -1.0461 -0.03 0.39 -2.29
H 1.3489 3.6898 -2.8126 -1.54 -0.93 1.39
H -0.3041 1.7324 -3.7886 1.21 -0.34 2.33
H 1.0608 0.9542 -2.6658 -2.03 1.36 0.23
H -1.6012 1.9830 -1.4410 0.65 -0.89 -0.67
H -0.7439 -2.8045 0.5383 -0.24 -0.24 0.04
O 3.8103 5.4506 6.0989 -0.82 0.01 -0.56
S 2.9540 5.5898 4.9408 0.08 -0.92 -0.92
O 1.5315 5.3198 5.0009 1.21 0.35 0.38
O 3.5967 4.7473 3.7034 -0.44 2.08 0.84
C 3.8385 3.3573 3.8811 -0.10 -1.78 0.11
C 2.5465 2.5602 3.8779 -0.21 -0.01 0.31
C 3.1726 7.2140 4.2622 0.10 0.04 -0.16
H 4.4114 3.1805 4.7980 -0.09 0.21 -0.03
H 4.4624 3.0270 3.0428 -0.16 0.35 0.06
H 1.9191 2.8194 4.7356 0.11 0.02 -0.03
H 2.7496 1.4872 3.9267 0.10 0.13 -0.17
H 1.9643 2.7737 2.9757 0.21 -0.12 0.04
H 4.2392 7.4267 4.1768 -0.14 -0.10 0.01
H 2.7013 7.9242 4.9451 0.03 -0.22 0.00
H 2.6839 7.2597 3.2872 0.07 -0.09 0.15
O -2.8711 -5.3257 1.7140 -0.67 0.78 0.58
S -3.9431 -4.5892 2.3482 0.09 0.25 0.34
O -3.9695 -3.1405 2.3728 0.29 -1.37 -0.16
O -4.1397 -5.1440 3.8671 -0.63 0.03 -1.32
C -3.0272 -5.1097 4.7521 1.02 0.29 0.76
C -2.7179 -3.6948 5.2070 0.06 0.32 -0.19
C -5.4900 -5.1516 1.6870 -0.12 -0.13 0.16
H -2.1518 -5.5774 4.2881 -0.17 0.07 -0.11
H -3.2900 -5.7153 5.6270 -0.26 -0.04 -0.37
H -2.3936 -3.0713 4.3689 0.02 -0.10 0.16
H -1.9191 -3.6904 5.9533 -0.10 -0.10 -0.06
H -3.6092 -3.2239 5.6338 0.11 -0.12 0.01
H -5.5059 -6.2424 1.6894 0.05 0.15 0.04
H -5.5686 -4.7769 0.6641 0.18 0.02 0.17
H -6.3028 -4.7458 2.2921 0.17 -0.03 -0.05
O 1.5622 0.5902 -7.3083 -0.82 -0.55 0.53
S 0.2732 0.0805 -6.8929 -0.17 -0.28 0.31
O -0.0758 -0.0774 -5.4953 0.66 0.15 -1.38
O -0.0155 -1.3228 -7.6682 -0.35 1.27 0.05
C 0.9205 -2.3835 -7.5242 0.74 -0.87 0.36
C 0.8398 -3.0173 -6.1472 0.00 0.13 0.36
C -0.9978 1.0461 -7.6666 -0.10 -0.14 -0.18
H 1.9357 -2.0329 -7.7406 -0.16 0.13 0.03
H 0.6731 -3.1390 -8.2787 -0.18 0.41 -0.03
H 1.1373 -2.3101 -5.3676 -0.02 -0.12 -0.12
H 1.5002 -3.8857 -6.0778 -0.07 0.05 -0.12
H -0.1860 -3.3291 -5.9260 0.15 0.00 -0.08
H -0.7726 1.1506 -8.7289 0.01 -0.06 0.15
H -1.0070 2.0270 -7.1862 0.14 -0.20 0.04
H -1.9595 0.5524 -7.5159 0.18 0.02 0.02
```
Forces are in eV/Å.

Here are the Mulliken charges for atoms 1 to 2, given in e:
1. C -0.97
2. C 0.18